Record 1
C4H26NO8S | the ωB97M-V functional and the def2-TZVPD basis

Each atom is followed by the atoms it is bonded to, with distances in Å.
CARTESIAN COORDINATES (ANGSTROEM)
1 C -0.9684 0.3003 2.3668  C2 1.528, C4 1.537, H7 1.125, H8 1.059
2 C -0.5419 1.7270 2.0222  C1 1.528, S3 1.843, H9 1.067, H10 1.103
3 S 0.0454 2.1008 0.3155  C2 1.843
4 C -2.2490 -0.1914 1.6740  C1 1.537, N5 1.502, H11 1.097, H12 1.130
5 N -2.1427 -0.3764 0.1870  C4 1.502, C6 1.445, H13 1.000
6 C -3.1779 0.4378 -0.4079  N5 1.445, H14 1.062, H15 1.117, H16 1.087
7 H -0.0831 -0.3220 2.0579  C1 1.125
8 H -0.7608 0.2672 3.4046  C1 1.059
9 H 0.1275 2.2343 2.6803  C2 1.067
10 H -1.3519 2.4697 2.1122  C2 1.103
11 H -2.7692 -1.0986 2.0038  C4 1.097
12 H -3.1086 0.4822 1.9621  C4 1.130
13 H -1.2205 -0.0388 0.0007  N5 1.000
14 H -4.1475 0.3418 0.0145  C6 1.062
15 H -3.4322 0.1543 -1.4584  C6 1.117
16 H -2.9235 1.4924 -0.4788  C6 1.087
17 H -0.2354 0.2488 -1.5528  O19 1.033
18 H -0.5234 -1.1839 -2.2473  O19 0.996
19 O 0.1193 -0.7169 -1.6474  H17 1.033, H18 0.996
20 H 2.5698 1.5342 -2.0535  O22 0.947
21 H 1.7345 0.2933 -2.2161  O22 0.949
22 O 1.9380 1.1238 -2.6269  H20 0.947, H21 0.949
23 H 3.7952 -0.5011 2.5477  O25 0.954
24 H 3.4440 -1.3932 1.2853  O25 0.980
25 O 4.1083 -1.2016 1.9802  H23 0.954, H24 0.980
26 H 2.5889 -2.2752 3.1759  O28 0.994
27 H 1.7679 -1.7192 1.9520  O28 0.968
28 O 1.7666 -2.4072 2.6336  H26 0.994, H27 0.968
29 H 0.7027 2.4481 -3.2401  O31 0.999
30 H 0.0997 3.7362 -2.4451  O31 0.988
31 O 0.4347 3.4075 -3.3146  H29 0.999, H30 0.988
32 H 1.6714 0.4728 0.4971  O34 0.986
33 H 1.0713 -0.7662 -0.0761  O34 1.000
34 O 1.8503 -0.4972 0.4905  H32 0.986, H33 1.000
35 H -0.7002 -2.2479 0.3146  O37 0.952
36 H 0.3051 -2.8766 1.2251  O37 0.983
37 O -0.3845 -3.1104 0.5647  H35 0.952, H36 0.983
38 H -2.6228 -1.3550 -3.1843  O40 0.947
39 H -1.8727 -2.7137 -3.0511  O40 0.971
40 O -2.0327 -1.9488 -3.6272  H38 0.947, H39 0.971

As for the total energy: -33276.464 eV. The charge is -1. The value obtained for the gap between HOMO and LUMO is 6.96 eV. The energy above the lowest of the compared OMol25 structures with the same formula, charge and spin is 0.293 eV.

=====

Record 2
C4H26O8 | the ωB97M-V functional and the def2-TZVPD basis

Each atom is followed by the atoms it is bonded to, with distances in Å.
CARTESIAN COORDINATES (ANGSTROEM)
1 C 1.4607 2.7338 -0.5758  C2 1.528, H5 1.090, H6 1.098, H7 1.086
2 C 1.0321 1.3019 -0.2573  C1 1.528, C3 1.522, H8 1.086, H9 1.092
3 C 1.7074 0.6419 0.9370  C2 1.522, C4 1.528, H10 1.086, H11 1.093
4 C 1.5293 -0.8761 0.9393  C3 1.528, H12 1.095, H13 1.092, H14 1.089
5 H 1.4119 2.9259 -1.6478  C1 1.090
6 H 2.5278 2.8125 -0.3274  C1 1.098
7 H 0.9049 3.5036 -0.0492  C1 1.086
8 H 1.1182 0.6555 -1.1254  C2 1.086
9 H -0.0327 1.3236 -0.0171  C2 1.092
10 H 1.2655 0.9627 1.8763  C3 1.086
11 H 2.7681 0.9015 0.9900  C3 1.093
12 H 0.8476 -1.2707 0.1790  C4 1.095
13 H 1.2093 -1.3738 1.8565  C4 1.092
14 H 2.4508 -1.4031 0.6983  C4 1.089
15 O -0.9892 -0.1563 -2.3047  H16 0.968, H17 0.982
16 H -0.9854 -0.3471 -3.2537  O15 0.968
17 H -0.1453 -0.6364 -2.1552  O15 0.982
18 O 3.3932 -0.4774 -1.5434  H19 0.963, H20 0.962
19 H 4.0921 -1.0007 -1.1377  O18 0.963
20 H 3.5502 0.4247 -1.2487  O18 0.962
21 O 1.2156 -1.8514 -2.4478  H22 0.977, H23 0.961
22 H 2.0264 -1.4823 -2.0468  O21 0.977
23 H 0.9798 -2.6408 -1.9531  O21 0.961
24 O -1.2678 -2.9943 -0.8600  H25 0.956, H26 0.958
25 H -1.5855 -2.1576 -0.5232  O24 0.956
26 H -1.2573 -3.0016 -1.8180  O24 0.958
27 O -3.3536 0.4531 -1.1197  H28 0.983, H29 0.969
28 H -2.5055 0.1841 -1.5376  O27 0.983
29 H -3.0005 0.9834 -0.3902  O27 0.969
30 O -1.2532 0.7110 4.4297  H31 0.959, H32 0.962
31 H -0.5824 0.0924 4.1336  O30 0.959
32 H -2.1131 0.3328 4.2233  O30 0.962
33 O -2.4512 2.0927 1.2697  H34 0.959, H35 0.952
34 H -1.7768 1.8731 1.9147  O33 0.959
35 H -3.3118 1.7592 1.5041  O33 0.952
36 O -3.2623 -1.5798 1.3651  H37 0.964, H38 0.966
37 H -2.7386 -2.3892 1.3549  O36 0.964
38 H -2.8788 -1.0309 0.6684  O36 0.966

As for the total energy: -20949.964 eV. As for the SMILES: CCCC.O.O.O.O.O.O.O.O. The charge is 0. The value obtained for the gap between HOMO and LUMO is 10.77 eV. The energy above the lowest of the compared OMol25 structures with the same formula, charge and spin is 1.581 eV.

=====

Record 3
C4H27N3O8 | the ωB97M-V functional and the def2-TZVPD basis

Each atom is followed by the atoms it is bonded to, with distances in Å.
CARTESIAN COORDINATES (ANGSTROEM)
1 N -0.5165 1.4803 1.7485  C2 1.438, H9 1.016, H10 0.993
2 C 0.2133 0.3357 2.2240  N1 1.438, N3 1.483, H11 1.165, H12 1.087
3 N 0.1300 -0.8254 1.3050  C2 1.483, C4 1.481, H13 1.044
4 C 1.3941 -1.3413 0.7301  N3 1.481, C5 1.530, H14 1.117, H15 1.072
5 C 1.9496 -0.5506 -0.4554  C4 1.530, N6 1.490, C7 1.514, H16 1.108
6 N 3.3031 0.0715 -0.4084  C5 1.490, H17 1.000, H18 1.001
7 C 1.7315 -1.2980 -1.7538  C5 1.514, O8 1.383, H19 1.090, H20 1.100
8 O 2.2660 -0.6414 -2.8472  C7 1.383, H21 0.975
9 H -0.4733 1.7207 0.7625  N1 1.016
10 H -1.4686 1.5670 2.0188  N1 0.993
11 H -0.3796 -0.0340 3.1566  C2 1.165
12 H 1.2264 0.6101 2.5058  C2 1.087
13 H -0.6108 -0.7334 0.5757  N3 1.044
14 H 2.2033 -1.4351 1.4940  C4 1.117
15 H 1.0200 -2.3067 0.4505  C4 1.072
16 H 1.3573 0.3474 -0.7220  C5 1.108
17 H 3.7868 -0.2070 -1.2382  N6 1.000
18 H 3.7509 0.1081 0.4865  N6 1.001
19 H 2.3005 -2.2236 -1.6716  C7 1.090
20 H 0.6551 -1.4935 -1.8640  C7 1.100
21 H 1.7222 0.1359 -3.0719  O8 0.975
22 O 0.1211 2.0883 -3.0108  H23 0.962, H24 0.977
23 H 0.8255 2.4877 -3.5297  O22 0.962
24 H 0.4843 1.9931 -2.1088  O22 0.977
25 O -4.2411 -1.6356 0.4724  H26 0.962, H27 0.961
26 H -4.5793 -1.6645 -0.4274  O25 0.962
27 H -3.9208 -0.7441 0.6346  O25 0.961
28 O 0.0039 -3.2701 3.8969  H29 0.965, H30 0.962
29 H -0.8750 -3.1147 3.5305  O28 0.965
30 H 0.5433 -2.5185 3.6315  O28 0.962
31 O -2.2922 -2.9685 1.7503  H32 0.962, H33 0.980
32 H -1.8719 -2.1036 1.7834  O31 0.962
33 H -3.2427 -2.7430 1.6727  O31 0.980
34 O -2.2616 3.0926 -2.5821  H35 0.962, H36 0.989
35 H -2.3424 2.1336 -2.5686  O34 0.962
36 H -1.2908 3.1907 -2.7424  O34 0.989
37 O 2.3391 2.5388 -1.7420  H38 0.969, H39 0.978
38 H 3.1961 2.2026 -2.0438  O37 0.969
39 H 2.4339 2.2613 -0.8090  O37 0.978
40 O -2.6824 1.5227 0.0220  H41 0.976, H42 0.969
41 H -2.7062 2.4912 -0.0940  O40 0.976
42 H -3.2021 1.4736 0.8387  O40 0.969

As for the total energy: -25434.831 eV. As for the SMILES: NCNC[C@@H](N)CO.O.O.O.O.O.O.O. The charge is 0. The value obtained for the gap between HOMO and LUMO is 8.78 eV. The energy above the lowest of the compared OMol25 structures with the same formula, charge and spin is 3.285 eV.

=====

Record 4
C4H28N2O10S | the ωB97M-V functional and the def2-TZVPD basis

Each atom is followed by the atoms it is bonded to, with distances in Å.
CARTESIAN COORDINATES (ANGSTROEM)
1 N 1.1086 -0.4893 1.4170  C2 1.427, H9 1.024, H10 1.073
2 C 0.8232 0.7757 0.8213  N1 1.427, O3 1.270, N4 1.371
3 O 1.5917 1.7774 0.9600  C2 1.270
4 N -0.3051 0.9157 0.0556  C2 1.371, C5 1.482, H11 1.080
5 C -1.5466 0.1095 0.1196  N4 1.482, C6 1.550, H12 1.137, H13 1.141
6 C -2.5762 0.7310 -0.8590  C5 1.550, C7 1.556, H14 1.244, H15 1.036
7 C -1.9466 0.8286 -2.2791  C6 1.556, S8 1.797, H16 1.123, H17 1.068
8 S -2.9428 0.1536 -3.6134  C7 1.797, H18 1.359
9 H 1.8184 -0.3357 2.1390  N1 1.024
10 H 1.2120 -1.3389 0.7699  N1 1.073
11 H -0.6531 1.8741 -0.2998  N4 1.080
12 H -1.3371 -1.0073 0.0840  C5 1.137
13 H -1.9880 0.4017 1.1306  C5 1.141
14 H -3.5808 0.0112 -0.7136  C6 1.244
15 H -2.9887 1.5914 -0.4566  C6 1.036
16 H -1.6081 1.8420 -2.6243  C7 1.123
17 H -1.0276 0.2840 -2.2868  C7 1.068
18 H -4.1097 0.1578 -2.9162  S8 1.359
19 O -1.4007 -1.7781 2.7294  H20 0.958, H21 0.943
20 H -0.9437 -0.9839 2.4509  O19 0.958
21 H -2.0206 -1.6050 3.4191  O19 0.943
22 O 1.2775 3.1105 -1.5515  H23 1.028, H24 0.867
23 H 1.3649 2.5015 -0.7278  O22 1.028
24 H 2.0530 3.4711 -1.4076  O22 0.867
25 O 2.5258 -2.8531 0.6481  H26 1.040, H27 1.007
26 H 2.0252 -3.3772 1.3946  O25 1.040
27 H 2.0321 -3.4839 0.0371  O25 1.007
28 O -0.2658 3.4324 1.5488  H29 0.944, H30 0.849
29 H 0.3925 3.2643 0.8927  O28 0.944
30 H -0.2648 2.7335 2.0308  O28 0.849
31 O 3.6812 -1.0292 -1.7788  H32 1.050, H33 0.987
32 H 2.7518 -0.6698 -1.4488  O31 1.050
33 H 4.0802 -1.0608 -0.8761  O31 0.987
34 O -1.8119 -3.4015 0.7420  H35 0.960, H36 0.941
35 H -1.5994 -2.8849 1.5228  O34 0.960
36 H -2.2330 -4.1664 1.0930  O34 0.941
37 O -1.2186 1.2740 3.1620  H38 1.103, H39 0.997
38 H -1.4480 2.2983 3.5019  O37 1.103
39 H -1.1282 0.8956 4.0803  O37 0.997
40 O 4.1559 1.3729 -2.5094  H41 0.940, H42 0.896
41 H 3.4012 1.5922 -1.9939  O40 0.940
42 H 4.2490 0.6695 -3.0560  O40 0.896
43 O 0.1830 -2.6986 -2.1928  H44 0.918, H45 0.986
44 H -0.4107 -2.8906 -1.5195  O43 0.918
45 H 0.6288 -2.0153 -1.6395  O43 0.986

As for the total energy: -38889.621 eV. As for the SMILES: NC(=O)NCCCS.O.O.O.O.O.O.O.O.O. The charge is 0. The value obtained for the gap between HOMO and LUMO is 8.44 eV. The energy above the lowest of the compared OMol25 structures with the same formula, charge and spin is 7.006 eV.

=====

Record 5
C4H28NO10S | the ωB97M-V functional and the def2-TZVPD basis

Each atom is followed by the atoms it is bonded to, with distances in Å.
CARTESIAN COORDINATES (ANGSTROEM)
1 C 0.2909 0.6146 -0.6344  O2 1.383, C3 1.639, H8 1.112, H9 1.099
2 O -0.6216 1.1930 0.2291  C1 1.383
3 C -0.2246 -0.8959 -1.0066  C1 1.639, C4 1.548, N7 1.482, H10 1.080
4 C 0.7378 -1.9981 -0.5005  C3 1.548, C5 1.530, H11 1.115, H12 1.094
5 C 1.0667 -3.0292 -1.5813  C4 1.530, S6 1.879, H13 1.075, H14 1.103
6 S 1.9770 -2.2491 -3.0286  C5 1.879, H15 1.340
7 N -1.4268 -1.1402 -0.1745  C3 1.482, H16 1.023, H17 1.009
8 H 0.3436 1.3693 -1.4500  C1 1.112
9 H 1.1958 0.5411 -0.0146  C1 1.099
10 H -0.4065 -0.8892 -2.0716  C3 1.080
11 H 1.5123 -1.4995 0.1277  C4 1.115
12 H 0.3658 -2.5805 0.3471  C4 1.094
13 H 0.2372 -3.6255 -1.9158  C5 1.075
14 H 1.8256 -3.7507 -1.2345  C5 1.103
15 H 1.0575 -1.3304 -3.3540  S6 1.340
16 H -1.5878 -0.3773 0.4879  N7 1.023
17 H -2.2899 -1.2478 -0.6867  N7 1.009
18 H 0.2439 2.2550 1.5438  O20 0.983
19 H 0.7477 3.7000 2.2583  O20 0.950
20 O 0.8138 2.7569 2.1681  H18 0.983, H19 0.950
21 H 0.4718 0.0518 1.9323  O23 0.966
22 H 1.2531 1.1031 2.7597  O23 0.971
23 O 1.2120 0.1565 2.5449  H21 0.966, H22 0.971
24 H -1.1199 1.0294 2.4399  O26 0.949
25 H -2.2734 1.5540 1.5546  O26 0.961
26 O -2.0649 1.0892 2.3693  H24 0.949, H25 0.961
27 H 0.6668 4.3822 -0.6431  O29 0.961
28 H 1.5545 3.9483 0.5055  O29 0.961
29 O 0.6743 4.2810 0.3124  H27 0.961, H28 0.961
30 H 1.9438 -1.6282 3.1702  O32 0.958
31 H 2.7019 -2.3797 1.9677  O32 0.955
32 O 2.7535 -2.0333 2.8562  H30 0.958, H31 0.955
33 H -3.0666 -1.9896 -2.7360  O35 0.966
34 H -3.1808 -0.6318 -2.2680  O35 0.962
35 O -3.0555 -1.0952 -3.1014  H33 0.966, H34 0.962
36 H -1.5987 -3.0513 1.3836  O38 0.960
37 H -1.7816 -3.8138 0.0913  O38 0.959
38 O -1.6741 -3.9423 1.0351  H36 0.960, H37 0.959
39 H -1.8330 2.0964 -0.2883  O41 1.007
40 H -2.8073 3.3555 -0.5289  O41 0.959
41 O -2.7471 2.4003 -0.5827  H39 1.007, H40 0.959
42 H 3.1482 2.2823 -0.7842  O44 0.960
43 H 2.3007 2.2077 -2.0761  O44 0.960
44 O 2.6642 2.8111 -1.4231  H42 0.960, H43 0.960

As for the total energy: -37402.998 eV. The charge is -1. The value obtained for the gap between HOMO and LUMO is 7.94 eV. The energy above the lowest of the compared OMol25 structures with the same formula, charge and spin is 3.822 eV.

=====

Record 6
C4H28NO13 | the ωB97M-V functional and the def2-TZVPD basis

Each atom is followed by the atoms it is bonded to, with distances in Å.
CARTESIAN COORDINATES (ANGSTROEM)
1 C -0.4852 2.2686 0.2084  C2 1.568, N5 1.499, H9 1.147, H10 1.139
2 C 1.0314 1.9255 0.4134  C1 1.568, C3 1.559, O4 1.403, H11 1.089
3 C 1.6959 3.1961 1.0246  C2 1.559, H12 1.093, H13 1.062, H14 1.106
4 O 1.1843 0.8305 1.2768  C2 1.403, H15 0.977
5 N -1.4148 1.2135 -0.3103  C1 1.499, C6 1.402, H16 1.033
6 C -0.9160 0.4990 -1.4087  N5 1.402, O7 1.284, O8 1.233
7 O -1.4209 -0.6801 -1.4706  C6 1.284
8 O -0.0822 0.9436 -2.2010  C6 1.233
9 H -0.8665 2.6611 1.2160  C1 1.147
10 H -0.6781 3.0837 -0.5638  C1 1.139
11 H 1.4735 1.7382 -0.5643  C2 1.089
12 H 0.8793 3.5688 1.6483  C3 1.093
13 H 2.1031 3.9407 0.3860  C3 1.062
14 H 2.4999 2.9390 1.7388  C3 1.106
15 H 1.6791 0.1929 0.7272  O4 0.977
16 H -1.8045 0.6498 0.4631  N5 1.033
17 H -2.1104 0.3203 2.7504  O19 0.961
18 H -3.5646 0.3860 2.7499  O19 0.968
19 O -2.8045 0.9753 2.8635  H17 0.961, H18 0.968
20 H 1.3782 -2.4252 -0.4067  O22 0.984
21 H 2.0004 -2.8354 -1.7239  O22 0.971
22 O 2.2492 -2.4620 -0.8629  H20 0.984, H21 0.971
23 H -0.5571 -1.9105 3.1674  O25 0.951
24 H -1.1363 -2.0539 1.7320  O25 0.977
25 O -1.3687 -1.9957 2.6789  H23 0.951, H24 0.977
26 H -2.7069 -3.3699 -0.9584  O28 0.971
27 H -3.1987 -3.2978 0.5353  O28 0.950
28 O -3.4371 -3.1237 -0.3677  H26 0.971, H27 0.950
29 H -0.5957 -2.7606 -0.3533  O31 0.955
30 H -0.5778 -1.2988 0.0754  O31 0.988
31 O -0.2054 -2.1856 0.3024  H29 0.955, H30 0.988
32 H 3.0794 -1.0648 -0.6773  O34 1.011
33 H 3.9837 -0.7669 0.6188  O34 0.970
34 O 3.4190 -0.3490 -0.0496  H32 1.011, H33 0.970
35 H 0.0862 2.8572 -2.9731  O37 0.965
36 H -1.2917 3.2921 -3.3370  O37 0.959
37 O -0.3965 3.6324 -3.2837  H35 0.965, H36 0.959
38 H 0.7349 -0.5577 -2.6132  O40 1.006
39 H 1.8334 -0.6081 -3.6848  O40 0.951
40 O 1.5285 -1.0909 -2.9245  H38 1.006, H39 0.951
41 H -1.0150 -2.1158 -2.1245  O43 1.023
42 H -1.5735 -3.3855 -3.0806  O43 0.956
43 O -1.1061 -3.1214 -2.2897  H41 1.023, H42 0.956
44 H 0.9747 0.8932 3.0986  O46 0.999
45 H 0.4327 0.9698 4.5492  O46 0.968
46 O 1.0673 0.4821 4.0047  H44 0.999, H45 0.968

As for the total energy: -32714.068 eV. The charge is -1. The value obtained for the gap between HOMO and LUMO is 9.29 eV. The energy above the lowest of the compared OMol25 structures with the same formula, charge and spin is 2.181 eV.